i:
C3H3NOS | ωB97M-V with the def2-TZVPD basis set

Each line ends with the Löwdin charge.
CARTESIAN COORDINATES (ANGSTROEM)
1 C -1.347 -1.121 0.067  -0.0533
2 C -1.619 0.175 0.143  -0.7617
3 S -1.887 1.719 0.101  0.7281
4 H -1.878 -1.914 0.406  0.0148
5 H -0.265 -1.289 -0.273  0.0870
6 N 1.397 0.691 -0.769  0.2000
7 C 1.991 0.371 0.231  -0.3929
8 O 2.762 -0.094 0.969  0.1645
9 H 0.845 1.463 -0.877  0.0136

The SMILES is C=C=S.N=C=O. The value obtained for the highest occupied orbital energy is -8.89 eV.

ii:
C3H3NOS | ωB97M-V with the def2-TZVPD basis set

Each line ends with the Löwdin charge.
CARTESIAN COORDINATES (ANGSTROEM)
1 C -1.508 0.555 0.415  -0.3637
2 S 0.005 0.974 -0.484  0.9617
3 C 0.913 -0.479 -0.167  -0.7397
4 O 0.499 -1.431 0.504  0.0200
5 C 2.239 -0.497 -0.803  -0.1943
6 N 3.291 -0.515 -1.271  0.1829
7 H -2.195 1.373 0.267  0.0322
8 H -1.988 -0.353 0.071  0.0479
9 H -1.258 0.373 1.467  0.0531

The SMILES is CSC(=O)C#N. The value obtained for the highest occupied orbital energy is -10.44 eV.

ii comes first in stability; the runner-up is 0.991 eV higher.

i:
C3H3NOS | ωB97M-V with the def2-TZVPD basis set

Each line ends with the Löwdin charge.
CARTESIAN COORDINATES (ANGSTROEM)
1 O -1.190 1.462 -0.965  0.0360
2 C -1.394 0.820 0.035  -0.3723
3 N -0.542 -0.153 0.398  0.0255
4 C 0.603 -0.264 -0.376  -0.2156
5 C 1.726 -0.714 0.087  -0.6449
6 S 3.192 -1.199 0.336  0.7511
7 H -2.381 0.670 0.463  0.1291
8 H -0.598 -0.559 1.393  0.1922
9 H 0.584 -0.063 -1.370  0.0989

The SMILES is O=CNC=C=S. The value obtained for the highest occupied orbital energy is -8.25 eV.

ii:
C3H3NOS | ωB97M-V with the def2-TZVPD basis set

Each line ends with the Löwdin charge.
CARTESIAN COORDINATES (ANGSTROEM)
1 C -0.130 -0.480 1.033  -0.0344
2 C 0.268 1.085 0.508  -0.1211
3 C -0.164 -1.269 -0.093  -0.3101
4 N 0.006 -0.713 -1.275  -0.1748
5 O 0.685 1.613 -2.143  -0.4373
6 S -0.112 0.904 -1.170  0.8608
7 H -0.226 -0.717 2.069  0.0694
8 H 0.010 1.914 1.135  0.0383
9 H -0.338 -2.336 -0.063  0.1092

The value obtained for the highest occupied orbital energy is -9.63 eV.

i comes first in stability; the runner-up is 1.951 eV higher.

i:
C3H3NOS | ωB97M-V with the def2-TZVPD basis set

Each line ends with the Löwdin charge.
CARTESIAN COORDINATES (ANGSTROEM)
1 N -1.591 -2.324 -0.187  0.1639
2 C -0.753 -1.395 -0.092  -0.0928
3 C 0.360 -0.728 0.658  -0.4661
4 O 1.159 -1.368 1.191  0.1806
5 C 0.364 0.858 0.388  -0.4174
6 S 0.488 1.455 -1.421  0.6427
7 H 1.110 1.488 0.753  0.0198
8 H -0.592 1.321 0.749  0.0803
9 H -0.545 0.694 -2.039  -0.1110

The SMILES is N#CC(=O)CS. The value obtained for the highest occupied orbital energy is -9.91 eV.

ii:
C3H3NOS | ωB97M-V with the def2-TZVPD basis set

Each line ends with the Löwdin charge.
CARTESIAN COORDINATES (ANGSTROEM)
1 O 0.717 0.903 -1.767  0.0421
2 C 0.304 0.270 -0.863  -0.6747
3 C -0.579 -0.956 -0.921  -0.1532
4 C -1.009 -1.230 0.499  -0.2600
5 N -0.522 -0.452 1.390  -0.3515
6 S 0.553 0.736 0.915  0.9494
7 H -1.460 -0.703 -1.637  0.1589
8 H 0.085 -1.626 -1.570  0.1525
9 H -1.840 -2.011 0.678  0.1365

The SMILES is O=C1CC=NS1. The value obtained for the highest occupied orbital energy is -9.38 eV.

ii comes first in stability; the runner-up is 1.436 eV higher.

i:
C2F5NO3S | ωB97M-V with the def2-TZVPD basis set

Each line ends with the Löwdin charge.
CARTESIAN COORDINATES (ANGSTROEM)
1 C -0.049 -0.505 -0.275  -0.3918
2 C 1.583 0.557 -0.095  -0.4618
3 N 0.131 -1.622 0.595  0.0303
4 O -0.372 -2.718 0.340  0.0956
5 O -2.491 0.100 -0.745  -0.1993
6 O -1.845 0.403 1.603  -0.2152
7 F -0.286 -0.703 -1.572  0.0760
8 F 1.321 1.638 0.632  0.1515
9 F 2.382 -0.226 0.703  0.1168
10 F 2.029 0.777 -1.280  0.2342
11 F -0.892 1.871 -0.124  -0.1504
12 S -1.510 0.429 0.218  0.7142

The value obtained for the highest occupied orbital energy (alpha / beta) is -10.85 / -10.85 eV.

ii:
C2F5NO3S | ωB97M-V with the def2-TZVPD basis set

Each line ends with the Löwdin charge.
CARTESIAN COORDINATES (ANGSTROEM)
1 O 2.320 2.124 0.214  0.2184
2 N 1.813 1.328 -0.422  0.1644
3 O 1.348 0.142 0.587  -0.2803
4 S 0.673 -1.145 0.182  0.8623
5 O 0.778 -2.181 1.198  -0.2170
6 F 1.618 -1.578 -1.084  -0.1846
7 C -0.831 -0.792 -0.636  -0.3034
8 F -1.588 -1.848 -0.337  -0.0085
9 C -1.417 0.470 0.008  -0.6514
10 F -1.296 0.472 1.373  0.1026
11 F -0.706 1.516 -0.479  0.0914
12 F -2.653 0.684 -0.312  0.2061

The SMILES is O=NO[S@](=O)(F)=C(F)C(F)(F)F. The value obtained for the highest occupied orbital energy is -9.10 eV.

i comes first in stability; the runner-up is 1.135 eV higher.

i:
C6H9NO2 | ωB97M-V with the def2-TZVPD basis set

Each line ends with the Löwdin charge.
CARTESIAN COORDINATES (ANGSTROEM)
1 C -1.456 2.013 0.325  0.0173
2 C 1.509 0.030 1.132  0.0206
3 C 0.491 -2.186 -1.214  -0.1230
4 C -1.693 0.539 0.147  -0.4469
5 C 0.788 0.441 -0.119  -0.4744
6 C -0.669 -1.406 -0.734  -0.0156
7 N -0.518 -0.197 -0.231  -0.0284
8 O -2.747 -0.005 0.266  0.1237
9 O 1.214 1.164 -0.977  0.1412
10 H -1.284 2.459 -0.664  0.1060
11 H -2.350 2.464 0.769  0.0972
12 H -0.612 2.208 0.954  0.0710
13 H 1.504 -1.059 1.242  0.0900
14 H 2.541 0.394 1.111  0.0957
15 H 0.998 0.448 2.005  0.0954
16 H 0.672 -2.963 -0.472  0.0830
17 H 0.182 -2.708 -2.124  0.0737
18 H 1.431 -1.638 -1.418  0.0736

The value obtained for the highest occupied orbital energy is -8.02 eV.

ii:
C6H9NO2 | ωB97M-V with the def2-TZVPD basis set

Each line ends with the Löwdin charge.
CARTESIAN COORDINATES (ANGSTROEM)
1 H 1.557 -2.594 0.851  0.0633
2 N 0.959 -1.795 1.076  0.1527
3 C 0.788 -1.010 0.118  -0.3108
4 C 1.349 -0.527 -1.160  -0.0054
5 C 0.629 0.519 -0.307  -0.4327
6 C 1.397 1.584 0.427  0.0101
7 O -0.662 0.857 -0.615  0.0015
8 C -1.437 -0.371 -0.380  -0.4306
9 C -2.589 0.014 0.512  0.0353
10 O -1.411 -1.336 -1.092  0.1472
11 H 2.421 -0.411 -1.278  0.1138
12 H 0.843 -0.815 -2.072  0.1129
13 H 0.700 2.249 0.932  0.0863
14 H 2.083 1.166 1.160  0.0894
15 H 1.980 2.162 -0.293  0.0864
16 H -3.369 0.432 -0.125  0.1012
17 H -2.957 -0.881 1.006  0.0922
18 H -2.283 0.758 1.241  0.0872

The SMILES is [H]/N=C1\C[C@@]1(C)OC(C)=O. The value obtained for the highest occupied orbital energy is -8.75 eV.

i comes first in stability; the runner-up is 0.559 eV higher.

i:
C2H5NO2 | ωB97M-V with the def2-TZVPD basis set

Each line ends with the Löwdin charge.
CARTESIAN COORDINATES (ANGSTROEM)
1 N 0.985 -0.956 0.518  -0.0162
2 C -0.414 -0.591 0.440  -0.1675
3 C -0.672 0.589 -0.486  -0.5190
4 O -1.765 1.006 -0.697  0.1100
5 O 0.368 1.211 -1.054  0.1420
6 H 1.415 -0.967 1.451  0.0797
7 H 1.598 -0.562 -0.178  0.0602
8 H -0.760 -0.176 1.366  0.1199
9 H -0.917 -1.521 0.118  0.1291
10 H 0.162 1.967 -1.479  0.0619

The SMILES is NCC(=O)O. The value obtained for the highest occupied orbital energy is -9.26 eV.

ii:
C2H5NO2 | ωB97M-V with the def2-TZVPD basis set

Each line ends with the Löwdin charge.
CARTESIAN COORDINATES (ANGSTROEM)
1 O 1.318 -0.133 1.494  0.0184
2 C 1.285 -0.446 0.329  -0.3904
3 N 0.389 -0.101 -0.625  0.0396
4 C -0.793 0.733 -0.350  -0.2450
5 O -1.949 0.024 -0.686  -0.0301
6 H 2.080 -1.103 -0.064  0.1266
7 H 0.438 -0.645 -1.480  0.1361
8 H -0.758 1.608 -0.991  0.1226
9 H -0.667 1.011 0.701  0.1261
10 H -2.158 -0.569 0.044  0.0962

The SMILES is O=CNCO. The value obtained for the highest occupied orbital energy is -10.01 eV.

iii:
C2H5NO2 | ωB97M-V with the def2-TZVPD basis set

Each line ends with the Löwdin charge.
CARTESIAN COORDINATES (ANGSTROEM)
1 O -1.987 -0.077 -0.604  0.0891
2 C -1.079 0.148 0.174  -0.5733
3 O -0.960 -0.523 1.388  0.0399
4 C 0.474 -0.168 -0.633  -0.2162
5 N 1.447 0.107 0.190  0.0873
6 H -0.888 1.215 0.412  0.1633
7 H 0.397 -1.247 -0.775  0.1445
8 H 0.421 0.314 -1.613  0.1195
9 H 2.182 0.738 -0.119  0.0704
10 H -0.006 -0.507 1.580  0.0756

The value obtained for the highest occupied orbital energy is -9.93 eV.

iv:
C2H5NO2 | ωB97M-V with the def2-TZVPD basis set

Each line ends with the Löwdin charge.
CARTESIAN COORDINATES (ANGSTROEM)
1 O -1.720 -0.188 -0.396  -0.0291
2 C -0.523 -0.098 0.321  -0.4303
3 C 0.564 0.901 -0.102  -0.1164
4 O 1.446 -0.214 -0.371  -0.1574
5 N 0.403 -1.141 0.041  0.0199
6 H -1.700 -0.759 -1.240  0.1448
7 H -0.808 0.028 1.295  0.1143
8 H 0.575 1.422 -1.182  0.1589
9 H 0.873 1.639 0.671  0.1125
10 H 0.891 -1.591 0.962  0.1828

The SMILES is O[C@@H]1CON1. The value obtained for the highest occupied orbital energy is -9.26 eV.

ii comes first in stability; the runner-up is 0.167 eV higher.

i:
C2H5NO2 | ωB97M-V with the def2-TZVPD basis set

Each line ends with the Löwdin charge.
CARTESIAN COORDINATES (ANGSTROEM)
1 N -0.528 0.239 -1.237  0.1181
2 C -1.267 0.870 -0.292  -0.4382
3 O -1.831 1.936 -0.428  0.0013
4 H -0.508 0.604 -2.177  0.1075
5 H -0.118 -0.666 -1.047  0.0611
6 H -1.314 0.295 0.658  0.1235
7 C 1.398 -0.808 1.138  -0.1200
8 O 0.837 -1.672 0.509  -0.0256
9 H 1.452 0.232 0.767  0.0836
10 H 1.880 -1.031 2.109  0.0885

The SMILES is NC=O.C=O. The value obtained for the highest occupied orbital energy is -9.94 eV.

ii:
C2H5NO2 | ωB97M-V with the def2-TZVPD basis set

Each line ends with the Löwdin charge.
CARTESIAN COORDINATES (ANGSTROEM)
1 C 1.249 -0.155 -0.405  -0.0476
2 N -0.219 -0.068 -0.163  -0.2253
3 O -0.983 -1.061 -0.807  -0.0550
4 C -0.856 0.540 0.927  -0.3196
5 O -2.046 0.490 1.137  0.0290
6 H 1.445 -0.138 -1.511  0.0913
7 H 1.945 -0.954 0.067  0.1030
8 H 1.512 0.876 0.115  0.1065
9 H -2.007 -0.770 -0.710  0.1743
10 H -0.041 1.239 1.350  0.1435

The SMILES is CN(O)C=O. The value obtained for the highest occupied orbital energy is -9.22 eV.

iii:
C2H5NO2 | ωB97M-V with the def2-TZVPD basis set

Each line ends with the Löwdin charge.
CARTESIAN COORDINATES (ANGSTROEM)
1 O 1.519 0.560 -0.463  -0.0285
2 C 0.358 0.309 0.384  -0.4015
3 C -0.458 -0.912 -0.048  0.0513
4 O -1.652 0.213 -0.477  -0.1450
5 N -0.751 1.165 0.102  -0.0609
6 H 1.212 1.218 -1.064  0.0657
7 H 0.712 0.249 1.461  0.1588
8 H 0.023 -1.250 -1.015  0.1278
9 H -0.920 -1.609 0.647  0.1055
10 H -1.079 1.588 0.987  0.1266

The SMILES is O[C@@H]1CON1. The value obtained for the highest occupied orbital energy is -9.07 eV.

iv:
C2H5NO2 | ωB97M-V with the def2-TZVPD basis set

Each line ends with the Löwdin charge.
CARTESIAN COORDINATES (ANGSTROEM)
1 C -1.620 0.034 -0.010  -0.0648
2 O -0.341 -0.587 0.000  -0.0555
3 C 0.711 0.278 -0.013  -0.6282
4 N 1.879 -0.418 -0.022  0.1759
5 O 0.595 1.486 0.001  0.0755
6 H -2.357 -0.763 -0.133  0.0907
7 H -1.682 0.735 -0.838  0.0902
8 H -1.811 0.568 0.935  0.0998
9 H 1.878 -1.417 0.071  0.1049
10 H 2.748 0.085 0.010  0.1115

The SMILES is COC(N)=O. The value obtained for the highest occupied orbital energy is -10.44 eV.

iv comes first in stability; the runner-up is 1.172 eV higher.

i:
C2H5NO2 | ωB97M-V with the def2-TZVPD basis set

Each line ends with the Löwdin charge.
CARTESIAN COORDINATES (ANGSTROEM)
1 C 1.281 -0.689 -1.572  -0.0294
2 C 0.105 0.895 0.487  -0.1099
3 N 0.734 -0.412 0.429  -0.1992
4 O 0.412 -0.276 -2.233  0.0596
5 O -0.095 -1.492 0.666  -0.1438
6 H 2.210 -1.158 -1.856  0.0974
7 H 0.745 1.568 0.841  0.0366
8 H -0.314 1.061 -0.449  0.0390
9 H -0.824 0.703 1.062  0.1029
10 H -0.922 -1.426 0.001  0.1467

The value obtained for the highest occupied orbital energy is -8.25 eV.

ii:
C2H5NO2 | ωB97M-V with the def2-TZVPD basis set

Each line ends with the Löwdin charge.
CARTESIAN COORDINATES (ANGSTROEM)
1 N 1.199 -0.635 0.222  0.0466
2 C 0.226 0.201 -0.430  -0.4670
3 O 0.180 1.529 0.009  -0.0145
4 C -1.090 -0.516 -0.068  -0.1939
5 O -2.033 0.095 0.362  0.0745
6 H 2.104 -0.176 0.238  0.0811
7 H 0.848 -0.777 1.206  0.1066
8 H 0.391 0.157 -1.517  0.1514
9 H -0.688 1.668 0.427  0.0839
10 H -1.138 -1.546 -0.449  0.1313

The SMILES is N[C@H](O)C=O. The value obtained for the highest occupied orbital energy is -10.37 eV.

iii:
C2H5NO2 | ωB97M-V with the def2-TZVPD basis set

Each line ends with the Löwdin charge.
CARTESIAN COORDINATES (ANGSTROEM)
1 C -0.303 0.824 0.613  0.0044
2 C 0.514 -0.264 -0.401  -0.4193
3 O 0.238 -0.034 -1.721  0.0081
4 N -0.252 -1.308 0.167  -0.0557
5 O 0.237 -1.938 1.103  -0.0113
6 H -1.317 0.932 0.234  0.0703
7 H 0.254 1.746 0.445  0.0687
8 H -0.303 0.653 1.685  0.0708
9 H 1.593 -0.271 -0.218  0.1551
10 H -0.661 -0.342 -1.907  0.1088

The SMILES is C[C@H](O)N=O. The value obtained for the highest occupied orbital energy is -9.31 eV.

ii comes first in stability; the runner-up is 2.554 eV higher.